The following is a quantum chemistry calculation of a molecular structure, C26H48ClHfP in a non-equilibrium geometry, from the OMol25 dataset.

```
77
Properties=species:S:1:pos:R:3
Hf 0.6013 0.0586 2.7252
Cl 0.3459 -0.1471 4.9827
P 0.0836 0.4876 0.0146
C -1.8424 -0.4613 1.9239
H -2.9164 -0.2984 1.3768
H -1.9167 0.5239 2.6088
C 1.9010 0.7009 -0.3393
C -0.7469 2.1521 -0.1733
C 2.3570 0.7409 -1.8058
H 2.1201 1.6904 0.0887
C 3.8400 1.1254 -1.8924
H 2.2162 -0.2439 -2.2700
H 1.7691 1.4531 -2.3969
C 4.7224 0.2071 -1.0302
H 4.1751 1.0864 -2.9329
H 3.9534 2.1672 -1.5427
C 4.2027 0.0008 0.3964
H 4.8256 -0.7626 -1.5291
H 5.7380 0.6287 -0.9807
C 2.6989 -0.3446 0.4472
H 4.7685 -0.7998 0.8928
H 4.3441 0.9263 0.9768
H 2.5324 -1.3345 -0.0119
H 2.3876 -0.4361 1.5314
C -0.6121 -0.5729 -1.3570
C -2.2643 1.9761 -0.3866
H -0.5836 2.6362 0.8045
C -2.9918 3.3275 -0.3678
H -2.4407 1.4836 -1.3483
H -2.7035 1.3146 0.3649
C -2.3794 4.3424 -1.3404
H -4.0517 3.1595 -0.6184
H -2.9561 3.7210 0.6489
C -0.8519 4.4616 -1.2221
H -2.6482 4.0733 -2.3647
H -2.8308 5.3327 -1.1436
C -0.1399 3.0942 -1.2208
H -0.4689 5.0658 -2.0485
H -0.6040 4.9762 -0.2811
H -0.2103 2.6502 -2.2195
H 0.9360 3.2511 -1.0318
C 0.0976 -1.9298 -1.5108
H -1.6352 -0.7400 -0.9824
C -0.6369 -2.8451 -2.4979
H 1.1246 -1.7753 -1.8572
H 0.1645 -2.4736 -0.5473
C -0.8612 -2.2142 -3.8824
H -0.0681 -3.7734 -2.6127
H -1.6059 -3.1320 -2.0692
C -1.4453 -0.7977 -3.7600
H 0.0943 -2.1732 -4.4152
H -1.5583 -2.8484 -4.4666
C -0.7186 0.0989 -2.7430
H -1.4116 -0.3115 -4.7478
H -2.5068 -0.8622 -3.4811
H 0.2894 0.3056 -3.1253
H -1.2391 1.0673 -2.6883
C -0.2007 -1.9861 2.1164
C -1.7301 -1.9220 1.9049
H 0.1697 -2.1346 1.0643
C -2.6110 -2.8399 2.7046
H -2.0000 -2.2278 0.8182
C -2.0083 -3.0556 4.1502
H -3.6785 -2.4516 2.7765
H -2.7438 -3.8332 2.2165
C -0.7245 -3.7994 3.9627
H -1.9345 -2.1023 4.5944
H -2.7317 -3.6250 4.7705
C 0.3265 -3.0564 3.0061
H -0.2354 -3.8894 4.9483
H -0.9046 -4.7823 3.5896
H 1.1820 -2.7707 3.5787
H 0.7334 -3.8414 2.3441
C 1.5158 2.0343 2.6764
H 1.4017 2.7077 1.7755
H 2.6342 1.9663 2.8890
H 1.0967 2.5999 3.5727
```

Energy above the lowest of the compared OMol25 structures with the same formula, charge and spin   14.2 kJ/mol
Kohn-Sham gap   5.55 eV
E   -50854.7091 eV


The following is a quantum chemistry calculation of 6 unconnected molecules or ions with the total composition C12H24Br12 in a non-equilibrium geometry, from the OMol25 dataset.

```
48
Properties=species:S:1:pos:R:3
Br 2.5426 -7.0033 1.8734
C 3.3055 -5.6168 0.6820
C 3.2386 -4.2536 1.3038
Br 1.3284 -3.7752 1.7654
H 2.7101 -5.8025 -0.2056
H 4.3139 -5.9615 0.4658
H 3.5125 -3.4247 0.6590
H 3.7966 -4.1929 2.2303
Br -6.0969 -1.7212 -2.7242
C -4.6941 -0.5652 -3.4506
C -3.5649 -0.5079 -2.4330
Br -2.0481 0.4878 -3.2098
H -5.1040 0.4154 -3.6774
H -4.4493 -0.9814 -4.4261
H -3.2545 -1.4161 -1.9368
H -3.9917 0.1504 -1.6750
Br 0.0904 3.2598 -2.0260
C -0.3015 4.6869 -3.3337
C -0.9477 4.1000 -4.5558
Br -2.2394 5.3343 -5.3637
H 0.6689 5.1099 -3.5572
H -0.9995 5.3452 -2.8280
H -1.5987 3.2470 -4.4039
H -0.1885 3.8593 -5.2961
Br -1.5224 -0.7064 0.3457
C 0.1197 0.3554 0.1569
C 1.3171 -0.4934 0.5526
Br 2.9415 0.5926 0.3587
H 0.0667 1.2579 0.7608
H 0.1937 0.5930 -0.9002
H 1.3413 -1.3304 -0.1439
H 1.2388 -0.9471 1.5333
Br 5.4869 -1.5420 2.6389
C 4.0001 -1.2695 3.8798
C 4.1739 -2.2941 4.9731
Br 2.5233 -2.3979 6.0634
H 3.0958 -1.5044 3.3153
H 3.8630 -0.2355 4.1793
H 5.0033 -2.0456 5.6300
H 4.3173 -3.3030 4.6061
Br -1.8464 2.5063 2.9184
C -2.9955 3.4868 1.6806
C -3.0515 2.7041 0.3716
Br -3.8235 3.7877 -1.0690
H -2.6951 4.5206 1.5750
H -3.9872 3.3602 2.1055
H -3.7006 1.8422 0.5099
H -2.0891 2.2889 0.0816
```

Energy above the lowest of the compared OMol25 structures with the same formula, charge and spin   72.5 kJ/mol
Kohn-Sham gap   10.28 eV
E   -853343.6050 eV


The following is a quantum chemistry calculation of 25 unconnected molecules or ions with the total composition ClH48O24 in a non-equilibrium geometry, from the OMol25 dataset.

```
73
Properties=species:S:1:pos:R:3
Cl -0.0882 0.3237 -0.0166
O 3.8061 -1.0160 0.1035
H 4.7420 -0.8469 0.2116
H 3.3858 -0.4766 0.7732
O 4.5938 3.0108 -1.8994
H 4.7956 2.5801 -2.7301
H 3.7730 2.6094 -1.6141
O -1.0624 1.7489 -3.7965
H -1.1281 1.6080 -4.7410
H -1.0756 0.8685 -3.4211
O 0.9459 3.5208 0.4196
H 1.0647 3.9366 1.2735
H 0.3944 2.7591 0.5982
O 4.2221 0.3314 -3.6961
H 3.8560 0.5617 -4.5500
H 3.5076 -0.1142 -3.2410
O -1.9480 -2.4987 -0.0619
H -2.7787 -2.3550 0.3916
H -1.4708 -1.6758 0.0450
O -5.1169 -0.3147 2.0588
H -4.2993 -0.6983 2.3760
H -5.0756 -0.4146 1.1077
O 0.0320 -4.3173 -0.6523
H 0.6120 -3.7271 -0.1711
H -0.8373 -3.9275 -0.5599
O 1.9392 -3.7577 -2.4108
H 1.7563 -2.8241 -2.3049
H 1.1882 -4.1963 -2.0111
O -4.0216 3.8990 -0.3107
H -3.6543 3.0494 -0.5544
H -4.6755 3.6949 0.3579
O -4.5415 -0.7296 -1.2712
H -4.2970 0.1765 -1.4590
H -4.0828 -1.2445 -1.9350
O -0.6515 0.6203 3.1849
H -1.0280 -0.2177 3.4537
H -0.4139 0.4930 2.2664
O 0.2889 -0.0393 -5.6512
H 0.2659 -0.3555 -4.7480
H 0.0385 -0.7985 -6.1776
O 0.2906 3.0530 3.8284
H 0.8575 2.2827 3.7888
H 0.3323 3.3349 4.7422
O 1.6203 -2.3694 0.9577
H 1.2187 -1.5807 0.5933
H 2.5618 -2.2259 0.8611
O 2.4653 0.9780 2.1224
H 3.0590 1.7283 2.1507
H 1.8736 1.1674 1.3943
O 3.5273 -0.4820 4.0121
H 2.8671 0.0386 3.5547
H 3.1501 -0.6415 4.8773
O -1.3735 -0.9476 -3.4111
H -1.2450 -1.0048 -2.4643
H -1.8140 -1.7651 -3.6433
O -2.9776 1.6067 -1.1442
H -2.0450 1.5602 -0.9337
H -3.0029 1.8008 -2.0811
O 2.3770 -0.9824 -2.0529
H 1.6823 -0.4149 -1.7189
H 2.8899 -1.2149 -1.2788
O -3.3234 -2.2735 2.5819
H -3.6517 -2.2857 3.4810
H -2.3812 -2.4182 2.6686
O -0.3598 -2.3996 3.2300
H 0.3243 -2.5305 2.5735
H -0.6329 -3.2846 3.4718
O -2.1635 1.4268 5.3068
H -1.8241 2.3208 5.3493
H -1.6713 1.0167 4.5956
O 1.7407 2.6948 -2.0750
H 1.4859 1.9875 -2.6675
H 1.1811 2.5780 -1.3072
```

Energy above the lowest of the compared OMol25 structures with the same formula, charge and spin   0.0 kJ/mol
Kohn-Sham gap   10.00 eV
Total charge   -1
E   -62448.5051 eV


The following is a quantum chemistry calculation of a molecular structure, C4H7O2Si in a non-equilibrium geometry, from the OMol25 dataset.

```
14
Properties=species:S:1:pos:R:3
C 0.3427 -0.4616 -0.2362
C 2.4388 -0.8678 1.3539
C 1.2830 -1.1926 0.6123
C -0.4034 -0.2838 -1.4237
O -1.1079 0.9078 -1.7080
O -0.2085 0.3953 0.8076
Si -1.8872 1.3410 -0.2895
H 2.9359 0.0405 1.2909
H 2.3835 -1.3820 2.2852
H -0.1109 -0.7024 -2.3191
H 1.1112 -2.1102 0.5985
H -1.3342 2.5225 0.3856
H -2.4914 -0.1270 -0.1497
H -2.9517 1.9203 -1.2077
```

Energy above the lowest of the compared OMol25 structures with the same formula, charge and spin   404.9 kJ/mol
Kohn-Sham gap   7.18 eV
Total charge   -1
E   -16230.4528 eV


The following is a quantum chemistry calculation of 2 unconnected molecules or ions with the total composition C2H8N3 in a non-equilibrium geometry, from the OMol25 dataset.

```
13
Properties=species:S:1:pos:R:3
C 0.5137 0.4444 2.5338
N 0.3658 -0.4321 1.6346
H 0.3754 1.5424 2.4087
H 0.7657 0.2071 3.6341
H 0.7901 -1.3345 2.0239
H 0.8055 -1.5518 -1.8156
N -0.5962 0.7065 -0.6033
C -0.5425 0.0810 -1.7463
N 0.0916 -0.9812 -2.2810
H -0.5539 0.4465 0.3516
H -0.5398 1.7239 -0.5913
H -0.9413 0.6508 -2.6407
H -0.5342 -1.5031 -2.9084
```

Energy above the lowest of the compared OMol25 structures with the same formula, charge and spin   268.6 kJ/mol
Kohn-Sham gap   10.20 eV
Total charge   +1
E   -6665.8452 eV


The following is a quantum chemistry calculation of a molecular structure, C4H6N4 in a non-equilibrium geometry, from the OMol25 dataset.

```
14
Properties=species:S:1:pos:R:3
C -0.0043 -0.0017 -0.7708
C -0.8903 1.0205 -1.0285
C -1.4492 1.4481 0.1559
C 0.1210 -0.2190 0.5895
H 1.1563 -1.7754 -1.1477
H 1.1144 -0.4793 -2.4873
H -1.3272 1.3740 -2.1152
H -2.2070 2.2631 0.2368
H -1.1228 0.2609 2.3246
H 2.1458 -1.6280 2.0779
N 0.5503 -0.8491 -1.6600
N -0.7838 0.6640 1.1088
N 0.9765 -0.6598 1.5678
N 1.7204 -1.4182 1.1482
```

Energy above the lowest of the compared OMol25 structures with the same formula, charge and spin   555.2 kJ/mol
Kohn-Sham gap   8.39 eV
E   -10200.1858 eV


The following is a quantum chemistry calculation of 2 unconnected molecules or ions with the total composition C4H8O, from the OMol25 dataset.

```
13
Properties=species:S:1:pos:R:3
O 2.3205 -0.6331 0.1848
C 1.5311 0.2761 0.2743
C 0.0734 0.1177 0.4980
C -1.2300 0.7837 0.1696
C -1.1023 -0.7266 0.1253
H 1.8625 1.3210 0.4313
H 0.2671 0.0900 1.5875
H -1.7206 1.2567 1.0124
H -1.4382 1.2744 -0.7807
H -1.4904 -1.3155 0.9480
H -1.2359 -1.1961 -0.8474
H 1.3782 -0.7866 -1.6500
H 0.7844 -0.4617 -1.9531
```

Energy above the lowest of the compared OMol25 structures with the same formula, charge and spin   300.3 kJ/mol
Kohn-Sham gap   10.74 eV
E   -6322.0553 eV


The following is a quantum chemistry calculation of 3 unconnected molecules or ions with the total composition C22H31BrClN2O2 in a non-equilibrium geometry, from the OMol25 dataset.

```
59
Properties=species:S:1:pos:R:3
C -0.8963 -0.2382 2.9444
C 0.1834 0.5256 3.4827
C 1.6010 1.3324 3.8692
N 2.5077 0.5649 4.7426
N 3.6989 1.1327 5.0647
C 4.6405 0.3182 5.9772
C 5.7375 -0.5663 5.1140
C 4.9137 -1.5154 4.0404
C 4.3427 -3.0288 4.3498
C 3.4809 -3.8894 3.2049
C 3.1842 -3.2231 1.6998
C 3.7874 -1.7226 1.3436
C 4.6328 -0.9176 2.5268
C 4.0435 2.4795 4.5386
Br 5.8978 3.1544 5.0624
C 3.1853 3.5085 3.6116
C 1.7109 2.8205 3.2049
Cl 0.4495 3.6796 2.1554
H -1.4754 -1.1378 2.4198
H 5.1057 0.9549 6.8415
H 3.9376 -0.4863 6.5102
H 6.2657 -1.2907 5.9022
H 6.5601 0.0755 4.5835
H 4.5410 -3.5215 5.3959
H 3.0821 -4.9734 3.4889
H 2.5529 -3.8277 0.9133
H 3.5992 -1.2585 0.2619
H 5.0292 0.1598 2.2207
H 3.5136 4.5846 3.2563
C -2.1227 1.4583 -3.4086
C -1.3666 0.4065 -2.6162
O 0.0492 0.5493 -2.6952
C 0.5956 1.7614 -2.1820
C 0.3376 1.9580 -0.6988
H -1.7522 1.5097 -4.4378
H -3.1923 1.2279 -3.4281
H -2.0026 2.4524 -2.9690
H -1.6018 -0.5793 -3.0317
H -1.6909 0.3889 -1.5714
H 0.2377 2.6174 -2.7636
H 1.6774 1.7063 -2.3447
H -0.7246 2.1204 -0.4967
H 0.8859 2.8285 -0.3270
H 0.6468 1.0744 -0.1315
C -6.9886 -0.6453 -3.4857
C -6.7809 0.0058 -4.8418
O -5.4124 0.0683 -5.2347
C -4.7391 -1.1777 -5.3941
C -5.3422 -2.0539 -6.4774
H -6.3448 -0.1825 -2.7304
H -8.0318 -0.5481 -3.1698
H -6.7451 -1.7110 -3.5129
H -7.1355 1.0408 -4.7899
H -7.3777 -0.4889 -5.6140
H -4.6877 -1.7085 -4.4377
H -3.7070 -0.9382 -5.6720
H -6.3396 -2.4041 -6.1983
H -4.7153 -2.9334 -6.6515
H -5.4417 -1.4974 -7.4149
```

Kohn-Sham gap   5.45 eV
Total charge   +1
E   -112928.9159 eV